Formula: C42H39Cl2CoNO6P2S2
Source: the OMol25 dataset
Level of theory: ωB97M-V/def2-TZVPD

CARTESIAN COORDINATES (ANGSTROEM)
Co: -2.0260 -0.6807 0.3282
Cl: -3.5283 -3.6514 6.9013
C: -3.2033 -2.6885 5.4976
C: -3.0680 -1.2996 5.6460
C: -2.8165 -0.5150 4.5534
Cl: -2.6197 1.1909 4.7472
C: -2.7163 -1.0518 3.2334
O: -2.5488 -0.2840 2.2228
C: -2.8121 -2.4738 3.1334
C: -2.6170 -3.1174 1.8825
O: -2.4591 -2.5869 0.7741
C: -3.0621 -3.2671 4.2720
H: -3.1609 -0.8536 6.6266
H: -2.5978 -4.2151 1.9132
H: -3.1620 -4.3399 4.1606
C: 1.1508 -1.8495 -0.5169
P: 0.2069 -0.3355 -0.0398
C: 0.9839 0.3318 1.4696
C: 0.5847 -0.2580 2.6714
C: 1.1274 0.1518 3.8768
C: 2.0621 1.1775 3.8955
C: 2.4416 1.7880 2.7102
C: 1.9095 1.3685 1.4989
C: 0.4536 0.8762 -1.3609
C: 0.6280 0.4697 -2.6811
C: 0.6389 1.3975 -3.7103
C: 0.4629 2.7436 -3.4256
C: 0.2747 3.1588 -2.1139
C: 0.2505 2.2298 -1.0874
P: 2.9710 -2.1255 -0.9853
C: 3.6284 -2.9948 0.4910
C: 4.7741 -3.7553 0.2546
C: 5.4287 -4.3966 1.2946
C: 4.9363 -4.2940 2.5878
C: 3.7887 -3.5548 2.8301
C: 3.1372 -2.9082 1.7889
C: 3.9297 -0.5555 -0.8627
C: 3.9195 0.2761 -1.9845
C: 4.6945 1.4231 -2.0296
C: 5.5466 1.7250 -0.9763
C: 5.6054 0.8781 0.1200
C: 4.7995 -0.2492 0.1824
H: 0.6053 -2.2019 -1.3984
H: 0.9295 -2.5854 0.2611
H: -0.1628 -1.0444 2.6585
H: 0.8199 -0.3211 4.8014
H: 2.4896 1.5070 4.8339
H: 3.1656 2.5924 2.7207
H: 2.2183 1.8468 0.5793
H: 0.7534 -0.5807 -2.9172
H: 0.7452 1.0791 -4.7419
H: 0.4507 3.4632 -4.2340
H: 0.1288 4.2099 -1.8933
H: 0.0713 2.5513 -0.0681
H: 5.1560 -3.8312 -0.7574
H: 6.3209 -4.9767 1.0971
H: 5.4430 -4.7922 3.4044
H: 3.3986 -3.4695 3.8372
H: 2.2589 -2.3180 2.0078
H: 3.3022 0.0188 -2.8339
H: 4.6527 2.0664 -2.8994
H: 6.1817 2.6007 -1.0218
H: 6.2826 1.0943 0.9376
H: 4.8536 -0.8841 1.0559
O: -2.5158 1.3070 -0.0162
S: -2.6599 2.2690 1.1531
C: -2.7780 3.8803 0.2675
C: -4.2520 4.2868 0.1723
C: -5.0629 3.0025 0.3145
C: -4.4473 2.2899 1.5059
H: -2.3334 3.6830 -0.7079
H: -2.1705 4.6073 0.8040
H: -4.4567 4.7982 -0.7673
H: -4.5038 4.9645 0.9902
H: -4.9384 2.3874 -0.5796
H: -6.1264 3.1879 0.4641
H: -4.7615 1.2579 1.6405
H: -4.5840 2.8426 2.4369
N: -2.9829 -1.1474 -1.5448
C: -2.4797 -0.7040 -2.8146
C: -2.7645 0.5765 -3.2657
C: -2.2678 1.0026 -4.4902
C: -1.4993 0.1399 -5.2506
C: -1.2093 -1.1390 -4.8079
C: -1.6974 -1.5614 -3.5795
S: -0.7707 0.7110 -6.8176
O: -1.5338 1.8932 -7.1648
O: 0.6109 0.9821 -6.4299
O: -0.9247 -0.4190 -7.7110
H: -3.0697 -2.1566 -1.5124
H: -3.8863 -0.7294 -1.3492
H: -3.3549 1.2406 -2.6412
H: -2.4820 1.9890 -4.8791
H: -0.6218 -1.7948 -5.4372
H: -1.4778 -2.5568 -3.2013

Forces on atoms 1 to 6 (eV/Å):
Co -2.1531 0.4506 0.4178
Cl -0.0175 -0.0244 0.0308
C -0.0036 -0.1144 -0.0092
C 0.0512 0.0292 -0.1693
C -0.1047 0.0552 -0.0167
Cl -0.0346 0.0653 -0.0113

Calculated values
relative energy (zero: lowest compared OMol25 entry of this formula, charge and spin)	21.6	kcal/mol
highest occupied orbital energy (spin up / spin down)	-7.79 / -7.79	eV
total energy	-160882.1571	eV
spin multiplicity	2
net charge	0
lowest unoccupied orbital energy (spin up / spin down)	-1.60 / -1.51	eV

---

Formula: C42H39ClN9PbSSb
Source: the OMol25 dataset
Level of theory: ωB97M-V/def2-TZVPD

CARTESIAN COORDINATES (ANGSTROEM)
Pb: -0.2324 -0.2286 -0.2106
C: 1.8356 3.7241 0.5889
C: 0.8583 4.7138 0.6646
C: -0.4539 4.3505 0.8621
C: -0.7848 2.9922 0.9508
N: 0.1473 2.0488 0.8194
C: 1.4253 2.4130 0.6651
N: -2.0857 2.6796 1.2997
C: -2.7379 1.6185 1.0137
N: -2.4450 0.5293 0.1935
C: -3.5737 -0.2483 0.1077
N: -3.8653 -1.3014 -0.5900
C: -3.0842 -1.8533 -1.5944
C: -3.7627 -2.5792 -2.5852
C: -3.0476 -3.1683 -3.6018
C: -1.6601 -3.0430 -3.6218
C: -1.0678 -2.3231 -2.6101
N: -1.7554 -1.7494 -1.6157
C: -4.6271 0.3094 0.9964
C: -5.9221 -0.1001 1.2531
C: -6.6648 0.6618 2.1467
C: -6.1281 1.8077 2.7349
C: -4.8389 2.2304 2.4357
C: -4.1068 1.4517 1.5608
H: 2.8844 3.9594 0.4729
H: 1.1279 5.7596 0.5910
H: -1.2436 5.0799 0.9691
H: 2.1473 1.6047 0.6061
H: -4.8393 -2.6439 -2.5248
H: -3.5602 -3.7206 -4.3789
H: -1.0592 -3.4828 -4.4044
H: 0.0074 -2.1727 -2.5911
H: -6.3363 -0.9744 0.7685
H: -7.6796 0.3704 2.3860
H: -6.7345 2.3808 3.4245
H: -4.4164 3.1316 2.8595
C: -4.5769 -2.9311 2.5158
C: -3.5767 -1.9761 3.0469
N: -3.7628 -1.1182 3.9943
N: -2.5490 -0.4989 4.1292
C: -1.5983 -0.9493 3.2926
S: 0.0063 -0.5114 3.2072
N: -2.2807 -1.9010 2.5759
N: -1.7263 -2.5933 1.5086
H: -5.5327 -2.7329 2.9934
H: -4.2757 -3.9585 2.7284
H: -4.6842 -2.8144 1.4361
H: -2.4118 0.2171 4.8200
H: -2.4033 -2.6330 0.7533
H: -1.4494 -3.5240 1.7983
C: 6.7112 -1.7996 -0.2287
C: 5.7176 -2.8736 -0.5781
C: 6.1073 -4.2074 -0.4811
C: 5.2348 -5.2450 -0.7742
C: 3.9398 -4.9623 -1.1735
C: 3.5374 -3.6376 -1.2713
C: 4.4064 -2.5845 -0.9862
Sb: 3.5100 -0.6437 -1.1909
C: 4.3444 0.2425 0.5893
C: 3.7346 -0.3065 1.7197
C: 4.0429 0.1252 3.0007
C: 4.9735 1.1384 3.1617
C: 5.5798 1.6968 2.0467
C: 5.2829 1.2701 0.7523
C: 5.9915 1.9290 -0.4014
C: 4.6658 0.0847 -2.8454
C: 5.6137 -0.7336 -3.4563
C: 6.2885 -0.3190 -4.5954
C: 6.0063 0.9237 -5.1410
C: 5.0468 1.7319 -4.5522
C: 4.3589 1.3281 -3.4104
C: 3.2910 2.2327 -2.8513
H: 7.7293 -2.1858 -0.2810
H: 6.5411 -1.4246 0.7826
H: 6.6347 -0.9504 -0.9070
H: 7.1209 -4.4345 -0.1703
H: 5.5699 -6.2711 -0.6911
H: 3.2482 -5.7617 -1.4068
H: 2.5186 -3.4209 -1.5772
H: 2.9883 -1.0897 1.6054
H: 3.5500 -0.3182 3.8563
H: 5.2259 1.4986 4.1509
H: 6.3095 2.4879 2.1787
H: 6.7842 2.5822 -0.0374
H: 5.3089 2.5354 -0.9979
H: 6.4351 1.1987 -1.0778
H: 5.8323 -1.7105 -3.0409
H: 7.0283 -0.9643 -5.0519
H: 6.5264 1.2616 -6.0285
H: 4.8184 2.6984 -4.9877
H: 3.5903 3.2796 -2.9278
H: 3.0695 2.0314 -1.8014
H: 2.3495 2.1064 -3.3884
Cl: -0.0748 1.1017 -2.4253

Forces on atoms 1 to 6 (eV/Å):
Pb 0.0533 -0.0074 0.1544
C -0.0096 -0.0007 0.0133
C 0.0022 -0.0016 0.0010
C 0.0105 0.0044 0.0069
C -0.0170 -0.0254 0.0339
N 0.0298 0.0252 -0.0822

Calculated values
relative energy (zero: lowest compared OMol25 entry of this formula, charge and spin)	0.0	kcal/mol
highest occupied orbital energy	-7.80	eV
total energy	-92743.3837	eV
net charge	0
lowest unoccupied orbital energy	-0.39	eV

---

Formula: C42H39F5N5O5PSeTeTi
Source: the OMol25 dataset
Level of theory: ωB97M-V/def2-TZVPD

CARTESIAN COORDINATES (ANGSTROEM)
Ti: 0.2806 0.0864 0.1247
C: 1.5969 3.7553 2.4991
C: 2.4074 3.6730 1.2273
C: 3.0755 4.8168 0.8097
C: 3.7764 4.8459 -0.3860
C: 3.7655 3.7174 -1.1802
C: 3.1133 2.5415 -0.7989
C: 3.1542 1.4160 -1.8098
C: 2.4625 2.4908 0.4513
N: 1.7357 1.3621 0.9403
C: 1.9263 1.0093 2.2398
O: 2.8910 1.2342 2.9573
C: 0.6495 0.4167 2.8334
C: 0.4531 0.1406 4.1642
C: -0.8405 -0.1169 4.5954
C: -1.9036 -0.0755 3.7043
C: -1.6293 0.1727 2.3830
N: -0.3831 0.4058 1.9831
C: -2.6575 0.2402 1.2747
O: -3.8452 0.2929 1.5626
N: -2.0644 0.2959 0.0556
C: -2.9415 0.4725 -1.0778
C: -3.2189 -0.6026 -1.9401
C: -2.7993 -2.0025 -1.5822
C: -3.9393 -0.3739 -3.1087
C: -4.4264 0.8892 -3.4224
C: -4.2284 1.9231 -2.5258
C: -3.5086 1.7303 -1.3434
C: -3.4302 2.8957 -0.3818
H: 1.3065 4.7892 2.6906
H: 2.1634 3.3883 3.3583
H: 0.6909 3.1474 2.4395
H: 3.0311 5.7048 1.4344
H: 4.2995 5.7427 -0.7026
H: 4.2727 3.7312 -2.1412
H: 2.6914 1.7440 -2.7470
H: 4.1882 1.1433 -2.0332
H: 2.6620 0.5326 -1.4750
H: 1.3050 0.1563 4.8352
H: -1.0242 -0.3423 5.6395
H: -2.9288 -0.2542 3.9983
H: -1.7534 -2.0707 -1.3283
H: -3.0130 -2.6946 -2.4032
H: -3.3245 -2.3431 -0.6887
H: -4.1335 -1.2115 -3.7735
H: -4.9894 1.0540 -4.3363
H: -4.6466 2.9078 -2.7288
H: -4.3963 3.4009 -0.3559
H: -2.6888 3.6336 -0.7011
H: -3.2085 2.5808 0.6325
N: -0.3691 2.4704 -0.3931
C: -0.2978 2.6218 -1.7834
C: -0.3046 3.8373 -2.4041
C: -0.2558 3.9357 -3.8163
C: -0.2099 2.8193 -4.5908
C: -0.1417 1.5452 -3.9772
C: 0.0134 0.3517 -4.7132
C: 0.2000 -0.8189 -4.0636
C: 0.2280 -0.8326 -2.6530
N: 0.0365 0.2457 -1.9333
C: -0.1583 1.4436 -2.5788
H: -1.1456 1.8589 -0.1031
H: -0.4059 3.3394 0.0996
H: -0.3559 4.7351 -1.7952
H: -0.2671 4.9157 -4.2823
H: -0.1919 2.8857 -5.6732
H: 0.0132 0.3956 -5.7984
H: 0.3505 -1.7493 -4.5956
H: 0.4393 -1.7509 -2.1210
F: 0.1988 -8.4419 -0.0572
C: -0.0140 -7.1608 0.2576
C: -0.0230 -6.1933 -0.7136
F: 0.1966 -6.5397 -1.9884
C: -0.2452 -4.8764 -0.3729
F: -0.2126 -4.0102 -1.3969
C: -0.4805 -4.4518 0.9285
Se: -0.8051 -2.6590 1.4522
C: -0.4597 -5.4696 1.8751
F: -0.6579 -5.2007 3.1709
C: -0.2278 -6.7907 1.5610
F: -0.2089 -7.7271 2.5198
C: 6.2168 -1.5457 0.8531
C: 5.0787 -0.6493 1.2970
O: 3.8994 -0.7596 0.4647
P: 2.8055 -1.8957 0.5248
O: 1.5855 -1.2115 -0.1913
Te: 3.4629 -3.9308 -0.3873
O: 2.4366 -1.9055 2.0656
C: 2.4769 -3.0332 2.9915
C: 3.8190 -3.1415 3.6817
H: 7.1017 -1.3084 1.4563
H: 6.4535 -1.3794 -0.2027
H: 5.9802 -2.6019 0.9787
H: 5.3659 0.3928 1.2131
H: 4.8011 -0.8179 2.3333
H: 2.2349 -3.9452 2.4609
H: 1.6744 -2.8482 3.7002
H: 4.5792 -3.5277 2.9943
H: 3.7378 -3.8329 4.5299
H: 4.1419 -2.1632 4.0573

Forces on atoms 1 to 6 (eV/Å):
Ti -0.5255 0.1806 -0.1208
C 0.0997 0.1196 -0.0286
C -0.0608 0.0898 0.1128
C -0.0066 0.0280 0.0128
C -0.0161 0.0250 0.0286
C -0.0364 -0.0841 -0.0164

Calculated values
highest occupied orbital energy (spin up / spin down)	-4.23 / -4.27	eV
total energy	-180515.3450	eV
spin multiplicity	2
net charge	-1
lowest unoccupied orbital energy (spin up / spin down)	1.71 / 1.65	eV

---

Number 1 is which compound?
C42H39Cl2CoNO6P2S2